Entry 1:
ORCA calculation (wB97M-V/def2-TZVPD) on a molecular structure, C25H43CeF3O3P2S.

- HOMO level (alpha / beta) (eV) = -9.280 / -9.280
- DFT total energy (Eh) = -3059.4524
- Kohn-Sham gap (alpha / beta) (eV) = 5.32 / 5.35
- net charge = +1
- energy above the lowest of the compared OMol25 structures with the same formula, charge and spin (kcal per mole) = 0.0
- multiplicity = 2

Each line ends with the Mulliken charge.
Positions of all 78 atoms, in Å:
Ce: 2.438495 -0.194572 2.170498  1.095
C: 2.573559 -2.040694 3.850728  0.564
C: 2.108360 -2.568794 2.594897  0.396
C: 4.259719 -1.729763 2.288243  0.286
C: 3.879847 -1.484213 3.651563  0.324
C: 3.168716 -2.408081 1.630604  0.688
C: 1.908583 -2.111874 5.180661  -1.357
H: 0.883071 -2.487654 5.116232  0.344
H: 1.874110 -1.119344 5.646401  0.169
H: 2.472340 -2.770910 5.864265  0.337
C: 4.683168 -0.732132 4.656613  -1.233
H: 4.413037 -1.032730 5.676331  0.389
H: 4.526987 0.359331 4.590014  0.239
H: 5.752539 -0.925183 4.514207  0.392
C: 5.456284 -1.150788 1.633109  -1.225
H: 6.303213 -1.166538 2.330404  0.358
H: 5.307189 -0.095040 1.328509  0.276
H: 5.716867 -1.734056 0.739834  0.368
C: 3.120787 -2.701568 0.168931  -1.419
H: 3.802150 -3.536803 -0.053533  0.370
H: 3.463245 -1.846157 -0.441032  0.409
H: 2.118676 -2.978820 -0.181589  0.340
C: 0.778358 -3.199167 2.348512  -1.190
H: 0.883953 -4.268888 2.130703  0.357
H: 0.270877 -2.750289 1.483079  -0.088
H: 0.118130 -3.105204 3.216302  0.445
C: -2.461084 0.609457 1.580862  -0.390
C: -2.559174 -0.554546 2.231101  -1.090
C: -2.776659 -1.929561 1.689997  -0.428
C: -2.755925 -2.136264 0.158964  -0.964
C: -1.406601 -2.005616 -0.485169  -0.506
C: -0.794223 -0.903772 -0.930472  -0.373
C: -1.063584 0.522347 -0.571266  0.690
C: -2.432636 0.810766 0.097702  -0.263
H: -3.744410 -2.285439 2.085701  0.489
H: -3.531526 -1.524792 -0.317118  0.278
H: -2.027765 -2.612396 2.123264  0.110
H: -3.239693 0.240135 -0.366209  0.031
H: -2.348504 1.547165 2.149205  0.458
H: -2.504674 -0.536425 3.323095  0.512
H: -2.659905 1.878514 -0.050290  0.270
H: -0.258978 0.926276 0.084082  -0.271
H: 0.087477 -1.034942 -1.577309  0.594
H: -0.996820 1.130119 -1.497025  -0.281
H: -3.060647 -3.184159 0.007968  0.491
H: -0.959625 -2.975010 -0.754186  0.410
P: -2.252837 2.003289 -3.565635  0.676
P: -0.472641 1.715207 -5.909540  0.154
C: -2.993449 2.680381 -5.148312  -0.875
C: -1.896719 2.908660 -6.183151  -0.970
H: -3.516519 3.619263 -4.927274  0.444
H: -3.742579 1.957695 -5.506812  0.423
H: -2.279907 2.784311 -7.204490  0.540
H: -1.468949 3.920198 -6.110485  0.432
C: 0.512457 2.351945 -7.329168  -1.156
H: 1.358078 1.675712 -7.501120  0.380
H: 0.879090 3.354796 -7.076568  0.358
H: -0.105606 2.405566 -8.233932  0.312
C: -1.235084 0.271961 -6.790732  -1.108
H: -1.740119 0.610931 -7.705412  0.351
H: -1.950213 -0.247295 -6.139346  0.271
H: -0.426508 -0.420164 -7.063722  0.387
C: -2.423039 3.521110 -2.539474  -1.255
H: -2.122062 3.311335 -1.506055  0.316
H: -3.458233 3.880696 -2.566378  0.348
H: -1.758379 4.295205 -2.943762  0.371
C: -3.744925 1.032888 -3.108498  -0.541
H: -3.977591 0.349768 -3.936893  0.443
H: -4.593865 1.707320 -2.940792  0.358
H: -3.551290 0.436752 -2.210651  -0.374
F: 0.490632 2.663371 6.993439  -0.193
C: 1.062005 1.724592 6.216259  0.556
F: 2.401371 1.922571 6.190192  -0.224
F: 0.831767 0.499370 6.770015  -0.229
S: 0.374517 1.764724 4.485213  1.247
O: -0.897200 1.098337 4.559676  -0.561
O: 0.502132 3.118348 4.026694  -0.660
O: 1.408355 0.879232 3.789331  -0.618

Atoms 1-2, force components in eV/Å:
Ce -2.09 4.77 -1.81
C 0.91 -0.87 -0.48

Entry 2:
ORCA calculation (wB97M-V/def2-TZVPD) on a molecular structure, C25H43CeN4OP3.

- HOMO level (eV) = -12.752
- DFT total energy (Eh) = -2771.1487
- Kohn-Sham gap (eV) = 6.00
- net charge = +2

Each line ends with the Mulliken charge.
Positions of all 77 atoms, in Å:
C: -1.577066 2.867122 -4.157079  -0.949
C: -1.203166 1.703922 -3.460979  0.502
C: 0.179534 1.425222 -3.265979  0.566
C: 1.149734 2.297522 -3.830279  0.494
C: 0.743734 3.424922 -4.553279  -0.939
C: -0.618366 3.726422 -4.708379  -0.955
C: 2.600634 1.963422 -3.557279  -1.115
C: 2.813034 0.467222 -3.612879  0.414
C: 1.777834 -0.323878 -3.060679  0.631
C: 1.912334 -1.739078 -3.027679  0.101
C: 3.104534 -2.322378 -3.486879  -0.884
C: 4.136034 -1.536278 -4.020679  -0.965
C: 3.977034 -0.144078 -4.095979  -0.908
H: -2.644566 3.078622 -4.293379  0.420
H: 1.505934 4.085522 -4.983579  0.445
H: -0.929566 4.618422 -5.261579  0.400
H: 3.274034 2.496822 -4.248879  0.567
H: 3.209834 -3.413578 -3.455279  0.419
H: 5.053934 -2.008278 -4.385679  0.405
H: 4.775834 0.479322 -4.515179  0.452
N: 0.607034 0.278122 -2.568679  0.793
Ce: 0.110234 -0.069278 -0.569379  -0.623
C: -2.246466 0.756022 -2.929279  -0.982
H: -2.058266 -0.274078 -3.289179  0.253
H: -3.261066 1.065022 -3.236579  0.643
C: 0.750634 -2.583878 -2.571379  -1.158
H: -0.146766 -2.345078 -3.174879  0.363
H: 0.970834 -3.660778 -2.680879  0.650
P: -2.102266 0.660922 -1.077479  1.245
P: 0.219434 -2.250678 -0.820779  1.638
C: 1.429434 -3.159678 0.224421  -1.483
H: 1.121334 -3.091878 1.280721  0.318
H: 1.496734 -4.219278 -0.078379  0.529
H: 2.409034 -2.668878 0.110621  0.384
C: -1.313766 -3.265378 -0.648179  -1.245
H: -1.087066 -4.341478 -0.750879  0.467
H: -1.767666 -3.076678 0.338421  0.259
H: -2.029866 -2.969878 -1.431779  0.345
C: -2.529566 2.382822 -0.552679  -1.294
H: -3.419866 2.761122 -1.085779  0.480
H: -2.716466 2.395722 0.534021  0.255
H: -1.670766 3.037922 -0.775279  0.350
C: -3.594666 -0.286878 -0.538379  -1.045
H: -3.542866 -0.448278 0.551421  0.110
H: -4.523466 0.256122 -0.786679  0.495
H: -3.605566 -1.270478 -1.034279  0.363
H: 2.852234 2.309622 -2.529079  0.223
H: 1.699334 -0.393078 -0.370079  0.206
C: 1.975434 1.627622 3.640121  -0.941
N: 1.446434 0.739322 2.603321  0.107
C: 2.358334 -0.383278 2.389121  -1.021
P: -0.268066 0.181922 2.918221  0.221
O: -0.920566 0.195622 1.494621  -0.158
N: -0.389166 -1.503878 3.596921  0.210
C: -1.778566 -1.974178 3.599321  -0.749
C: 0.179634 -1.597778 4.949121  -0.818
N: -1.201266 1.496222 3.794821  0.011
C: -2.646966 1.447922 3.530321  -0.583
C: -0.965566 1.572222 5.241321  -0.977
H: 2.975834 2.006622 3.337321  0.352
H: 2.089134 1.094822 4.607521  0.298
H: 1.321734 2.517222 3.751221  0.381
H: 2.583434 -0.926178 3.327221  0.342
H: 1.911434 -1.084178 1.686121  0.187
H: 3.313534 -0.019178 1.954121  0.414
H: -2.226766 -1.865578 2.589621  0.061
H: -1.807566 -3.050678 3.868221  0.380
H: -2.389166 -1.423178 4.341221  0.300
H: 1.193534 -1.160678 4.994221  0.253
H: -0.449366 -1.091278 5.702221  0.247
H: 0.261434 -2.665078 5.244721  0.360
H: -3.138966 0.612722 4.064121  0.269
H: -3.118866 2.397722 3.863121  0.375
H: -2.856566 1.341722 2.454421  -0.137
H: -1.529466 0.789622 5.786121  0.324
H: 0.102634 1.491622 5.496421  0.307
H: -1.316766 2.557422 5.616721  0.347

Atoms 1-2, force components in eV/Å:
C 0.15 -0.11 0.03
C 0.82 0.33 -0.12